Version A
This record from OMol25 describes a structure of composition C5H10NO2. The level of theory is the ωB97M-V functional and the def2-TZVPD basis.

Properties
E_HOMO   -1.0723 eV
LUMO   3.2 eV
Orbital gap   4.26 eV

ORCA input file:
```
! wB97M-V def2-TZVPD RIJCOSX def2/J DEFGRID3
* xyz -1 1
O -2.717 0.510 0.806
C -2.208 -0.128 -0.060
O -2.406 -1.468 -0.514
C -1.301 0.591 -1.072
C 0.178 0.253 -0.872
C 0.780 0.753 0.459
C 2.441 -0.734 1.140
N 2.203 0.569 0.518
H -1.681 0.211 -2.027
H -1.454 1.664 -0.968
H 0.324 -0.836 -0.903
H 0.812 0.587 -1.697
H 0.575 1.839 0.549
H 0.184 0.288 1.275
H 2.522 -0.699 2.252
H 3.380 -1.150 0.758
H 1.574 -1.412 1.021
H -3.205 -0.838 -0.665
*
```

Version B
This record from OMol25 describes a cluster of 3 separate species, C5H10NO2 in total. The level of theory is the ωB97M-V functional and the def2-TZVPD basis.

Properties
E_HOMO   -3.8338 eV
LUMO   2.2 eV
Orbital gap   6.00 eV

ORCA input file:
```
! wB97M-V def2-TZVPD RIJCOSX def2/J DEFGRID3
* xyz -1 1
C 0.559 -0.761 1.026
C 2.058 -0.942 0.846
C 2.952 0.092 0.767
C 2.869 1.492 0.998
N -1.464 1.002 -1.298
C -2.197 -0.130 -0.863
O -2.572 -0.116 0.345
O -2.369 -1.006 -1.744
H 0.160 -1.179 1.966
H 0.039 -1.084 0.113
H 0.418 0.283 1.178
H 2.460 -1.967 0.839
H 1.809 1.011 -0.514
H 3.943 -0.272 0.524
H -1.011 1.603 -0.649
H 3.829 1.979 0.857
H 1.994 1.833 1.532
H -1.119 0.938 -2.248
*
```

Version C
This record from OMol25 describes a cluster of 2 separate species, C5H10NO2 in total. The level of theory is the ωB97M-V functional and the def2-TZVPD basis.

Properties
E_HOMO   -4.1050 eV
LUMO   4.1 eV
Orbital gap   8.19 eV

ORCA input file:
```
! wB97M-V def2-TZVPD RIJCOSX def2/J DEFGRID3
* xyz -1 1
C -1.775 0.239 -0.861
C -1.430 -1.175 -0.437
C -0.426 -1.237 0.674
C -0.592 -1.891 1.821
H -0.945 0.758 -1.339
H -2.581 0.208 -1.605
H -2.074 0.855 -0.013
H -1.005 -1.741 -1.277
H -2.335 -1.737 -0.171
H 0.432 -0.589 0.506
H 0.175 -1.855 2.585
H -1.476 -2.482 2.043
N 2.985 2.118 -0.295
C 1.774 1.392 -0.291
O 1.028 1.578 0.701
O 1.586 0.628 -1.263
H 3.563 2.037 -1.104
H 3.093 2.894 0.325
*
```

Version D
This record from OMol25 describes the ion C5H10NO2 with charge -1. The level of theory is the ωB97M-V functional and the def2-TZVPD basis.

Properties
E_HOMO   -3.8605 eV
LUMO   3.6 eV
Orbital gap   7.43 eV

ORCA input file:
```
! wB97M-V def2-TZVPD RIJCOSX def2/J DEFGRID3
* xyz -1 1
C -1.398 2.385 -0.656
N -0.468 1.359 -1.039
C -0.184 0.384 0.029
C 0.097 -1.016 -0.522
C 1.258 -1.708 0.169
C 0.951 -1.908 1.686
O 0.021 -2.699 1.937
O 1.586 -1.161 2.469
H -2.427 2.003 -0.686
H -1.265 2.779 0.371
H -1.345 3.250 -1.318
H 0.396 1.762 -1.366
H 0.705 0.681 0.588
H -1.062 0.367 0.659
H -0.765 -1.697 -0.519
H 0.292 -0.901 -1.594
H 1.388 -2.697 -0.262
H 2.220 -1.183 0.056
*
```

The structure with the least stability is version B.

Version A
This record from OMol25 describes an isolated molecule of C20H30N2O3. The level of theory is the ωB97M-V functional and the def2-TZVPD basis.

Properties
E_HOMO   -8.6580 eV
LUMO   0.6 eV
Orbital gap   9.22 eV

ORCA input file:
```
! wB97M-V def2-TZVPD RIJCOSX def2/J DEFGRID3
* xyz 0 1
C 1.816 6.282 -2.405
C 1.272 5.120 -3.226
C -0.129 4.715 -2.769
C -0.739 3.606 -3.630
N -0.002 2.369 -3.518
C -0.591 1.239 -3.027
O -1.736 1.236 -2.617
N 0.177 0.091 -3.067
C 1.620 0.087 -2.958
C 2.041 0.123 -1.485
C 1.446 -1.077 -0.752
C -0.078 -1.121 -0.943
C -0.604 -2.397 -0.308
O -0.826 -3.383 -0.980
C -0.769 -2.416 1.162
C -0.608 -1.307 1.992
C -0.750 -1.421 3.360
C -0.575 -0.235 4.258
C -1.066 -2.665 3.935
O -1.183 -2.650 5.300
C -0.625 -3.700 6.061
C -1.293 -3.779 3.116
C -1.771 -5.104 3.640
C -1.125 -3.628 1.750
C -0.405 -1.081 -2.440
H 2.814 6.556 -2.740
H 1.869 6.013 -1.352
H 1.171 7.153 -2.502
H 1.948 4.268 -3.129
H 1.239 5.405 -4.280
H -0.090 4.377 -1.732
H -0.787 5.585 -2.814
H -1.755 3.391 -3.290
H -0.776 3.926 -4.678
H 0.856 2.305 -4.035
H 2.064 0.923 -3.499
H 1.981 -0.839 -3.419
H 3.129 0.109 -1.408
H 1.675 1.049 -1.036
H 1.692 -1.033 0.311
H 1.875 -1.998 -1.157
H -0.538 -0.245 -0.479
H -0.368 -0.338 1.585
H -0.284 0.643 3.688
H -1.505 -0.025 4.783
H 0.184 -0.440 5.012
H -0.342 -3.255 7.017
H 0.268 -4.111 5.583
H -1.343 -4.502 6.249
H -2.157 -5.699 2.816
H -0.967 -5.668 4.111
H -2.570 -4.963 4.364
H -1.285 -4.472 1.096
H -1.485 -1.040 -2.582
H -0.014 -1.974 -2.933
*
```

Version B
This record from OMol25 describes a structure of composition C20H30N2O3. The level of theory is the ωB97M-V functional and the def2-TZVPD basis.

Properties
E_HOMO   -7.9568 eV
LUMO   0.4 eV
Orbital gap   8.40 eV

ORCA input file:
```
! wB97M-V def2-TZVPD RIJCOSX def2/J DEFGRID3
* xyz 0 1
C -7.686 -1.284 -0.392
H -7.418 -2.190 -1.081
H -8.232 -1.411 0.336
H -8.119 -0.545 -1.141
O -6.489 -1.007 -0.074
C -5.613 -0.589 -0.756
O -5.806 -0.712 -1.835
C -4.335 -0.011 -0.280
C -3.306 0.394 -1.064
C -2.040 0.773 -0.412
C -1.995 1.072 0.999
C -3.098 0.563 1.683
C -4.155 -0.161 1.114
H -4.975 -0.203 1.892
H -2.900 0.486 2.732
C -0.725 1.350 1.704
N 0.535 0.719 0.907
C 1.686 1.516 1.299
C 2.977 1.218 0.250
N 2.990 -0.273 0.599
C 1.762 -1.041 0.058
C 0.559 -0.450 1.202
H -0.258 -0.941 0.839
H 0.860 -0.726 2.273
H 1.966 -1.932 0.073
H 1.583 -0.871 -0.910
C 4.289 -1.096 0.076
C 4.723 -1.874 1.026
C 5.314 -3.117 0.315
H 5.435 -4.105 0.739
C 4.614 -2.940 -1.151
H 5.107 -3.538 -2.056
H 3.687 -3.538 -0.949
C 4.328 -1.688 -1.355
H 3.406 -1.462 -1.901
H 5.223 -0.926 -1.855
H 6.453 -2.772 -0.154
H 5.311 -1.636 2.129
H 3.771 -2.418 1.523
H 4.906 0.017 0.232
H 3.875 1.502 0.837
C 2.502 1.655 -0.899
C 3.024 2.974 -1.320
O 4.451 3.032 -1.072
H 4.879 2.619 -1.733
H 2.781 3.634 -0.670
H 2.967 3.227 -2.334
H 1.712 1.373 -1.339
H 3.220 1.020 -1.922
H 1.441 2.711 1.149
H 2.026 1.419 2.220
H -0.623 2.519 1.447
H -0.424 1.187 2.554
H -1.184 1.045 -0.923
H -3.259 0.252 -1.924
*
```

The structure with the least stability is version B.

Version A
This record from OMol25 describes a cluster of 2 separate species, H2 in total. The level of theory is the ωB97M-V functional and the def2-TZVPD basis.

Properties
⟨S²⟩   0.754
E_HOMO (alpha / beta)   0.0162 / -1.6519 eV
LUMO (alpha / beta)   10.5 / 6.9 eV
Orbital gap (alpha / beta)   10.48 / 8.58 eV

ORCA input file:
```
! wB97M-V def2-TZVPD RIJCOSX def2/J DEFGRID3
* xyz -1 2
H 0.000 0.000 0.873
H 0.000 0.000 -0.873
*
```

Version B
This record from OMol25 describes a cluster of 2 separate species, H2 in total. The level of theory is the ωB97M-V functional and the def2-TZVPD basis.

Properties
⟨S²⟩   0.751
E_HOMO (alpha / beta)   2.3119 / -4.8318 eV
LUMO (alpha / beta)   10.4 / 8.0 eV
Orbital gap (alpha / beta)   8.10 / 12.84 eV

ORCA input file:
```
! wB97M-V def2-TZVPD RIJCOSX def2/J DEFGRID3
* xyz -1 2
H -0.215 0.158 0.452
H 0.215 -0.158 -0.452
*
```

The structure with the least stability is version A.

Version A
This record from OMol25 describes a structure of composition CH3BrO. The level of theory is the ωB97M-V functional and the def2-TZVPD basis.

Properties
E_HOMO   -9.2466 eV
LUMO   0.4 eV
Orbital gap   9.66 eV

ORCA input file:
```
! wB97M-V def2-TZVPD RIJCOSX def2/J DEFGRID3
* xyz 0 1
C -0.954 -1.037 -0.801
O 0.062 -1.743 -1.016
Br -1.878 -1.421 0.837
H 0.317 1.401 -0.068
H -0.271 1.093 0.337
H 0.367 -2.431 -0.385
*
```

Version B
This record from OMol25 describes a cluster of 2 separate species, CH3BrO in total. The level of theory is the ωB97M-V functional and the def2-TZVPD basis.

Properties
E_HOMO   -9.3302 eV
LUMO   0.4 eV
Orbital gap   9.72 eV

ORCA input file:
```
! wB97M-V def2-TZVPD RIJCOSX def2/J DEFGRID3
* xyz 0 1
C 0.382 0.121 -0.011
O -0.163 -1.043 0.367
Br 0.041 0.836 -1.792
H -0.542 1.241 0.820
H 1.409 0.176 0.231
H -1.127 -1.330 0.385
*
```

The structure with the least stability is version A.